1.
The ion C4H6NOS with charge +1 at a distorted geometry, computed with the ωB97M-V functional and the def2-TZVPD basis.

Last column: Mulliken charge in e.
Atoms and positions in Å:
C -1.4824 0.2223 0.1694  0.06
C 0.4244 -1.2867 -0.0557  -0.49
C 1.1120 -0.0038 -0.4650  -0.42
C 0.8619 1.2367 0.4578  -0.73
N -2.4718 -0.4407 0.0499  0.61
O -3.2534 -1.2531 0.2735  -0.44
S -0.8264 1.7273 -0.2373  -0.01
H -0.0251 -1.4314 0.9938  0.45
H 0.2802 -1.9512 -0.8497  0.33
H 2.2851 -0.0299 -0.4537  0.38
H 0.8476 0.2242 -1.4861  0.44
H 0.7410 0.9449 1.4305  0.39
H 1.5069 2.0414 0.1726  0.41

Atomic forces in eV per Å
C 0.5 0.4 -1.2
C -0.7 4.0 1.9
C 2.1 -0.5 2.1
C -1.8 -0.9 -4.4
N 1.7 0.2 0.8
O -2.0 -1.2 -0.2
S 0.3 0.3 1.0
H 1.5 -0.3 -1.7
H -0.4 -1.4 -0.8
H -1.8 -0.8 -0.1
H 0.0 -0.1 -0.5
H 0.1 -0.1 2.6
H 0.5 0.4 0.5

Results
**Energy**: -683.70790 hartree
**HOMO energy (spin up / spin down)**: -13.7 / -13.7 eV
**Relative energy (zero: lowest compared OMol25 entry of this formula, charge and spin)**: 6.0309 eV
**Kohn-Sham gap (spin up / spin down)**: 0.240 / 0.240 Eh
**Total charge**: +1
**Strongest force on any atom**: 4.8 eV/A


2.
A cluster of 2 separate species, C4H6NP in total at a distorted geometry, computed with the ωB97M-V functional and the def2-TZVPD basis.

Last column: Mulliken charge in e.
Atoms and positions in Å:
C -3.4640 -0.5069 0.3305  0.38
C -0.6665 0.4774 -0.4271  0.22
C 0.4635 1.0205 0.1685  -0.98
C -0.8035 -0.7321 -1.2294  -1.03
N -3.7138 -1.6305 0.1406  -0.47
P -2.9766 1.0981 0.6432  -0.12
H 0.6844 2.0479 -0.1205  0.32
H 1.2892 0.3296 -0.0410  0.34
H 0.2089 1.1110 1.2465  0.27
H -1.4778 -1.3652 -0.4898  0.28
H 0.0876 -1.2206 -1.5019  0.37
H -1.5711 -0.5818 -1.9251  0.42

Atomic forces in eV per Å
C -0.2 -1.3 -0.2
C -5.8 -0.6 0.1
C 1.8 -0.2 1.0
C -0.8 0.6 3.5
N 0.0 0.3 -0.1
P 2.6 0.7 -0.9
H -0.1 0.1 -0.3
H 0.6 0.5 0.4
H 0.4 -0.1 -0.4
H 1.3 0.7 -0.9
H 1.0 -0.8 -0.6
H -0.9 0.1 -1.6

Results
**Energy**: -551.91887 hartree
**HOMO energy (spin up / spin down)**: -7.4 / -7.4 eV
**Relative energy (zero: lowest compared OMol25 entry of this formula, charge and spin)**: 4.6671 eV
**Kohn-Sham gap (spin up / spin down)**: 0.222 / 0.222 Eh
**Total charge**: 0
**Strongest force on any atom**: 5.8 eV/A


3.
A cluster of 2 separate species, C4H6NP in total at a distorted geometry, computed with the ωB97M-V functional and the def2-TZVPD basis.

Last column: Mulliken charge in e.
Atoms and positions in Å:
C 2.3741 0.7907 -1.9907  -0.18
C 0.0185 -0.1589 0.6081  0.66
C -0.8591 -0.9606 1.4932  -1.12
C -0.6322 0.4422 -0.5609  -1.21
N 2.9265 1.2700 -2.8869  -0.43
P 1.5951 0.2428 0.9516  0.19
H -0.2497 -1.7498 2.0365  0.41
H -1.5114 -1.4676 0.7313  0.28
H -1.3171 -0.2598 2.1032  0.36
H -0.7937 -0.3122 -1.2988  0.31
H 0.0577 1.2725 -0.9533  0.41
H -1.6086 0.8907 -0.2332  0.34

Atomic forces in eV per Å
C -0.5 -0.1 2.2
C 1.8 0.9 0.5
C 1.8 -2.9 -1.6
C 0.4 2.7 -0.4
N 0.0 0.0 -0.3
P 0.0 -0.5 -1.8
H -1.1 1.0 -0.3
H 0.0 0.3 1.3
H -1.5 0.8 1.4
H -0.2 -0.4 -0.7
H -1.4 -1.3 0.1
H 0.7 -0.4 -0.4

Results
**Energy**: -551.93568 hartree
**HOMO energy (spin up / spin down)**: -9.5 / -9.7 eV
**Relative energy (zero: lowest compared OMol25 entry of this formula, charge and spin)**: 4.2096 eV
**Kohn-Sham gap (spin up / spin down)**: 0.244 / 0.253 Eh
**Total charge**: 0
**Strongest force on any atom**: 3.8 eV/A


> Look up the relative energy (zero: lowest compared OMol25 entry of this formula, charge and spin) of the first one.

6.0309 eV